A cluster of 2 separate species, C3H9NS in total in a non-equilibrium geometry. Source: the OMol25 dataset; level of theory: ωB97M-V with the def2-TZVPD basis set.

Last column: Löwdin charge in e.
Atoms and positions in Å:
C  1.93  0.08  0.94  -0.135
N  1.04  0.14  -0.23  -0.150
C  -0.33  -0.21  0.05  -0.401
C  -1.24  -0.19  -1.16  -0.699
S  -2.79  -0.94  -0.72  0.609
H  1.77  0.97  1.58  0.077
H  1.83  -0.89  1.48  0.084
H  2.98  0.08  0.59  0.071
H  1.14  1.04  -0.69  0.102
H  -0.81  0.50  0.75  0.085
H  -0.32  -1.20  0.51  0.103
H  -0.88  -0.75  -2.06  0.085
H  -1.36  0.85  -1.48  0.064
H  -2.97  0.51  0.46  0.104

As for the HOMO energy: -8.77 eV. As for the multiplicity: 1. Its net charge is 0. For the relative energy (zero: lowest compared OMol25 entry of this formula, charge and spin), the calculation gives 229.9 kJ/mol. The orbital gap is 8.39 eV.